[1]
Computed, not measured: a molecular structure, C30H33P2Se2Te2V, with ωB97M-V/def2-TZVPD.

Properties
* E_tot: -8128.0004 Ha
* charge: +2
* HOMO level: -13.297 eV

```
70
C30H33P2Se2Te2V ωB97M-V/def2-TZVPD
V 0.27 -0.03 1.26
C 1.06 0.45 -2.12
C 1.27 -1.04 -1.84
P -0.07 -1.39 -0.62
C -1.46 -1.65 -1.75
C -2.54 -0.78 -1.81
C -3.57 -1.02 -2.70
C -3.53 -2.13 -3.53
C -2.44 -2.99 -3.50
C -1.40 -2.75 -2.61
C 0.29 -2.96 0.22
C -0.58 -4.04 0.26
C -0.31 -5.11 1.11
C 0.81 -5.08 1.93
C 1.67 -3.99 1.91
C 1.40 -2.92 1.07
P 1.34 1.22 -0.46
C 0.64 2.89 -0.50
C 1.36 4.05 -0.19
C 0.72 5.27 -0.17
C -0.64 5.36 -0.44
C -1.37 4.20 -0.69
C -0.74 2.98 -0.72
C 3.15 1.42 -0.45
C 3.98 0.73 0.43
C 5.34 0.96 0.42
C 5.89 1.86 -0.49
C 5.07 2.50 -1.41
C 3.70 2.29 -1.40
H 0.03 0.64 -2.45
H 1.76 0.86 -2.87
H 2.27 -1.20 -1.41
H 1.18 -1.66 -2.74
H -2.58 0.08 -1.15
H -4.42 -0.35 -2.76
H -4.34 -2.33 -4.21
H -2.39 -3.84 -4.16
H -0.55 -3.42 -2.57
H -1.47 -4.05 -0.35
H -0.97 -5.96 1.13
H 1.01 -5.91 2.59
H 2.54 -3.99 2.54
H 2.08 -2.06 1.03
H 2.43 3.99 -0.02
H 1.28 6.17 0.05
H -1.13 6.32 -0.45
H -2.44 4.28 -0.87
H -1.29 2.06 -0.92
H 3.56 0.00 1.12
H 5.98 0.44 1.11
H 6.95 2.05 -0.48
H 5.50 3.16 -2.15
H 3.06 2.80 -2.10
Se 1.84 1.50 2.65
Te 0.92 3.76 3.37
Te -0.93 2.30 4.77
Se 0.22 0.24 3.72
C -3.94 -1.15 2.48
C -2.72 -0.23 2.35
C -3.10 1.11 1.71
C -1.64 -0.93 1.54
H -4.69 -0.67 3.10
H -3.65 -2.08 2.96
H -4.36 -1.37 1.50
H -2.37 -0.05 3.38
H -3.60 0.95 0.75
H -2.19 1.71 1.52
H -3.77 1.67 2.35
H -2.14 -1.33 0.65
H -1.24 -1.78 2.12
```

These are the Mulliken partial charges, in e, on atoms 1 to 8: 0.73, -1.06, -0.73, 1.61, 0.64, 0.41, -1.15, -0.69

---

[2]
Computed, not measured: a molecular structure, C18H19BN9OPd, with ωB97M-V/def2-TZVPD.

Properties
* E_tot: -1417.5614 Ha
* charge: +2
* energy above the lowest of the compared OMol25 structures with the same formula, charge and spin: 0.484 eV
* HOMO level (spin up / spin down): -14.473 / -14.473 eV
* ⟨S²⟩: 0.7598
* multiplicity: 2

```
49
C18H19BN9OPd ωB97M-V/def2-TZVPD
Pd -0.19 0.98 -0.07
C 3.48 0.19 -1.67
C 2.81 1.24 -1.05
N 1.93 0.76 -0.16
N 1.98 -0.61 -0.25
C 2.91 -0.96 -1.15
B 0.98 -1.55 0.54
N -0.36 -1.69 -0.29
C -0.75 -2.58 -1.19
C -2.00 -2.20 -1.69
C -2.31 -1.02 -1.04
N -1.34 -0.73 -0.14
N 0.59 -0.77 1.84
C 0.61 -1.14 3.13
C 0.08 -0.12 3.90
C -0.27 0.88 3.00
N 0.06 0.47 1.77
N 1.62 -2.85 0.83
C 2.84 -3.06 1.41
C 2.97 -4.41 1.60
C 1.77 -4.96 1.09
N 0.96 -4.03 0.65
H 4.29 0.26 -2.37
H 2.96 2.30 -1.15
H 3.13 -2.00 -1.33
H -0.16 -3.46 -1.38
H -2.61 -2.74 -2.39
H -3.18 -0.40 -1.11
H 1.00 -2.11 3.41
H -0.03 -0.10 4.97
H -0.69 1.85 3.18
H 3.50 -2.25 1.64
H 3.81 -4.93 2.04
H 1.48 -5.99 1.04
O -0.33 1.25 -2.11
C -1.19 2.27 -2.66
C -1.91 2.96 -1.53
C -2.78 4.01 -1.78
C -3.41 4.63 -0.73
C -3.17 4.19 0.57
C -2.30 3.14 0.75
N -1.67 2.54 -0.27
H 0.17 0.77 -2.77
H -1.90 1.80 -3.34
H -0.58 2.99 -3.22
H -2.95 4.33 -2.80
H -4.10 5.45 -0.91
H -3.65 4.65 1.42
H -2.09 2.75 1.74
```

These are the Mulliken partial charges, in e, on atoms 1 to 8: 0.43, -0.90, -0.40, -1.38, 1.38, -0.05, 0.57, 1.09